Computed, not measured: a structure of composition C32H42GeN4O2S2V, with ωB97M-V with the def2-TZVPD basis set.

Summary:
**Energy above the lowest of the compared OMol25 structures with the same formula, charge and spin**: 23.3 kJ/mol
**Spin multiplicity**: 3
**F_max**: 0.9 eV Å⁻¹
**Net charge**: +3
**Gap between HOMO and LUMO (spin up / spin down)**: 5.512 / 5.844 eV
**Lowest unoccupied orbital energy (spin up / spin down)**: -0.3821 / -0.3700 hartree
**HOMO energy (spin up / spin down)**: -15.91 / -15.91 eV

XYZ file:
```
84
Properties=species:S:1:pos:R:3:mulliken_spin:R:1
V 0.22175 -0.56903 -0.02969 2.13
S 2.36543 0.24579 -0.44974 -0.03
C 1.88444 1.66143 0.42026 -0.04
N 2.56474 2.17450 1.39472 0.03
C 2.12992 3.46292 1.97224 0.00
C 1.63151 4.35965 0.87079 0.00
N 0.53857 3.66160 0.15519 0.00
C -0.55875 4.52075 -0.36263 0.00
C 0.02753 5.63675 -1.18516 0.00
C 0.62746 5.34520 -2.40879 0.00
C 1.18020 6.36346 -3.16657 0.00
C 1.13016 7.67488 -2.70579 0.00
C 0.52692 7.96755 -1.49214 0.00
C -0.02249 6.94734 -0.72689 0.00
C 0.63850 2.38469 -0.01832 0.02
S -0.60322 1.45589 -0.79044 -0.08
C 3.84256 1.62977 1.92519 0.00
C 4.97274 2.56385 1.57317 0.00
C 5.64993 3.24526 2.57766 0.00
C 6.68881 4.10678 2.24995 0.00
C 7.04111 4.29346 0.92191 0.00
C 6.36385 3.61387 -0.08468 0.00
C 5.33238 2.74819 0.23944 0.00
H 2.99394 3.91034 2.45814 0.00
H 1.35895 3.26572 2.72100 0.00
H 2.41821 4.62377 0.16181 0.00
H 1.22473 5.28155 1.28074 0.00
H -1.09178 4.90489 0.50885 0.00
H -1.23640 3.89865 -0.94142 0.00
H 0.64243 4.32588 -2.78341 0.00
H 1.63459 6.14108 -4.12244 0.00
H 1.55248 8.47161 -3.30290 0.00
H 0.47515 8.98990 -1.14361 0.00
H -0.51009 7.18182 0.21313 0.00
H 3.98078 0.63243 1.51730 0.00
H 3.71998 1.55841 3.00699 0.00
H 5.38600 3.08967 3.61804 0.00
H 7.22537 4.62495 3.03300 0.00
H 7.85320 4.96149 0.66899 0.00
H 6.65320 3.74785 -1.11819 0.00
H 4.82863 2.19753 -0.54938 0.00
O -1.21732 -1.83940 -0.14026 -0.02
N -2.04633 -1.92089 0.89713 0.02
N -1.63984 -1.21121 1.84106 0.01
O -0.48771 -0.57387 1.71756 -0.04
C -2.39768 -1.07765 3.05872 0.00
C -1.70052 -0.85559 4.23771 0.00
C -2.42651 -0.76322 5.41214 0.00
C -3.81074 -0.88853 5.38699 0.00
C -4.48366 -1.10435 4.18949 0.00
C -3.77962 -1.20202 3.00335 0.00
H -0.62248 -0.77935 4.23801 0.00
H -1.91304 -0.60273 6.34964 0.00
H -4.37119 -0.81519 6.30911 0.00
H -5.56127 -1.18926 4.17935 0.00
H -4.28486 -1.35416 2.05980 0.00
C -5.26895 -5.55322 -4.04311 0.00
C -4.31936 -4.67808 -3.23593 0.00
C -4.23577 -5.10843 -1.77603 0.00
C -3.29597 -4.24283 -0.92988 0.00
Ge -1.46993 -4.04706 -1.55520 0.00
C 0.05661 -4.76556 -0.60323 0.00
C 0.07983 -6.30167 -0.62344 0.00
C 0.16906 -6.85650 -2.04109 0.00
C -0.98607 -6.39717 -2.91593 0.00
H -5.31499 -5.23145 -5.08192 0.00
H -6.27873 -5.50633 -3.63415 0.00
H -4.95325 -6.59755 -4.02736 0.00
H -4.64106 -3.63316 -3.28748 0.00
H -3.32024 -4.71332 -3.69250 0.00
H -3.95190 -6.16022 -1.70833 0.00
H -5.22744 -5.04467 -1.32241 0.00
H -3.23451 -4.58656 0.10423 0.00
H -3.65906 -3.21046 -0.91613 0.00
H -1.18180 -3.07690 -2.70110 0.00
H -0.02846 -4.39796 0.42291 0.00
H 0.97037 -4.36259 -1.04505 0.00
H -0.81522 -6.68798 -0.12704 0.00
H 0.93287 -6.64786 -0.03983 0.00
H 0.16177 -7.94565 -1.99592 0.00
H 1.11746 -6.56975 -2.50066 0.00
H -1.95670 -6.60791 -2.46196 0.00
H -0.98979 -6.87071 -3.89872 0.00
H -0.89939 -5.32312 -3.20886 0.00
```


Computed, not measured: the molecule C4H13N3 at a distorted geometry, with ωB97M-V with the def2-TZVPD basis set.

Summary:
**Energy above the lowest of the compared OMol25 structures with the same formula, charge and spin**: 172.8 kJ/mol
**F_max**: 3.0 eV Å⁻¹
**Gap between HOMO and LUMO**: 9.560 eV
**SMILES string**: NCCCNCN
**Lowest unoccupied orbital energy**: 0.0431 hartree
**HOMO energy**: -8.39 eV

XYZ file:
```
20
Properties=species:S:1:pos:R:3:mulliken_charge:R:1
N -1.26576 -1.69810 0.33108 -0.62
C -0.82545 -0.68122 1.35584 -0.47
C -1.33618 0.71803 0.98074 -0.92
C -0.73645 1.13399 -0.36395 -0.22
N 0.70793 1.15290 -0.50997 -0.35
C 1.52504 0.27466 -1.34125 -0.41
N 2.52766 -0.57279 -0.67535 -0.61
H -2.07733 -1.33411 -0.17284 0.21
H -1.76438 -2.45753 0.81040 0.28
H 0.22820 -0.62519 1.51408 0.27
H -1.33337 -0.98796 2.26337 0.37
H -1.06286 1.32226 1.86110 0.33
H -2.42338 0.85307 1.06500 0.37
H -0.96800 0.25602 -0.98260 0.13
H -1.26224 1.99994 -0.79382 0.28
H 1.18974 1.17309 0.38522 0.24
H 2.03613 0.79812 -2.16052 0.35
H 0.73256 -0.30962 -1.88100 0.28
H 3.17815 0.06768 -0.23454 0.23
H 2.93000 -1.08322 -1.45098 0.25
```